ORCA calculation (the ωB97M-V functional and the def2-TZVPD basis) on C30H45BrIrN4OP2 as an isolated structure in a non-equilibrium geometry.

Values from the calculation:
- energy above the lowest of the compared OMol25 structures with the same formula, charge and spin (eV) = 3.232
- multiplicity = 6
- highest occupied orbital energy (alpha / beta) (Ha) = -0.6779 / -0.7038
- total energy (eV) = -131260.0664
- HOMO-LUMO gap (alpha / beta) (eV) = 6.43 / 4.10
- expectation value of S² = 8.864
- charge = +4

Positions of all 84 atoms, in Å:
C (-4.13, -2.96, -3.74)
C (-2.70, -2.85, -3.60)
C (-1.92, -3.56, -4.58)
C (-2.55, -4.27, -5.60)
N (-3.87, -4.33, -5.70)
C (-4.65, -3.72, -4.80)
C (-2.00, -2.15, -2.60)
C (-1.21, -1.72, -1.71)
C (-0.43, -1.97, -0.51)
C (0.41, -0.85, -0.21)
C (0.95, -0.86, 1.16)
C (1.00, -1.97, 2.01)
C (0.35, -3.14, 1.50)
C (-0.41, -3.12, 0.34)
Ir (-1.46, -0.16, -0.62)
P (-0.61, 2.21, -0.35)
H (-0.84, -3.54, -4.56)
H (-4.83, -2.46, -3.07)
H (-1.94, -4.80, -6.33)
H (-5.73, -3.82, -4.94)
H (-1.03, -3.97, 0.01)
H (1.06, -0.43, -1.01)
H (0.35, -4.00, 2.16)
H (1.31, 0.10, 1.52)
C (0.00, 2.53, 1.38)
C (1.39, 3.17, 1.60)
H (-0.04, 1.56, 1.88)
H (-0.76, 3.16, 1.88)
H (1.62, 3.21, 2.69)
H (2.20, 2.57, 1.12)
H (1.47, 4.22, 1.23)
C (0.84, 2.66, -1.39)
C (0.47, 3.00, -2.83)
H (1.54, 1.82, -1.37)
H (1.34, 3.51, -0.91)
H (1.35, 2.90, -3.49)
H (-0.32, 2.33, -3.22)
H (0.09, 4.03, -2.94)
C (-1.64, 3.76, -0.56)
C (-0.94, 5.11, -0.43)
H (-2.42, 3.66, 0.20)
H (-2.16, 3.68, -1.53)
H (-1.69, 5.91, -0.55)
H (-0.47, 5.27, 0.55)
H (-0.18, 5.29, -1.20)
Br (1.63, -1.82, 3.73)
P (4.07, -1.25, 0.15)
C (3.72, 0.49, 0.54)
C (5.00, 1.35, 0.63)
H (3.20, 0.54, 1.50)
H (3.04, 0.85, -0.25)
H (4.77, 2.38, 0.35)
H (5.35, 1.37, 1.67)
H (5.79, 0.96, -0.02)
C (4.19, -2.15, 1.73)
C (5.40, -3.06, 1.97)
H (3.28, -2.74, 1.83)
H (4.16, -1.38, 2.52)
H (5.35, -3.43, 3.01)
H (5.35, -3.93, 1.30)
H (6.34, -2.52, 1.84)
C (3.08, -2.32, -0.93)
C (4.09, -3.23, -1.66)
H (2.53, -1.70, -1.64)
H (2.33, -2.90, -0.37)
H (3.59, -3.96, -2.30)
H (4.73, -2.60, -2.28)
H (4.72, -3.77, -0.94)
C (-4.81, -1.05, 1.94)
N (-4.25, 0.29, 2.20)
C (-4.51, 0.86, 3.43)
C (-3.95, 2.08, 3.72)
C (-3.22, 2.71, 2.71)
N (-3.20, 2.27, 1.46)
C (-3.54, 1.00, 1.24)
O (-3.27, 0.42, 0.11)
N (-2.48, 3.84, 3.02)
H (-4.13, -1.83, 2.34)
H (-5.00, -1.19, 0.85)
H (-5.75, -1.13, 2.50)
H (-5.13, 0.26, 4.11)
H (-4.06, 2.53, 4.71)
H (-2.69, 4.64, 2.42)
H (-2.50, 4.08, 3.99)

Atomic charges from the Mulliken analysis, expressed in e, are listed below: -0.21 0.48 -0.22 -0.32 -0.33 -0.28 0.24 -0.28 0.43 -1.16 -0.53 -0.67 -0.55 -0.52 1.11 0.55 0.50 0.52 0.42 0.42 0.60 1.12 0.59 0.52 -0.44 -1.43 0.71 0.32 0.42 0.10 0.40 -0.23 -1.48 -0.11 0.57 0.45 0.32 0.28 -0.31 -1.30 0.42 0.61 0.45 0.24 0.27 0.08 0.03 0.78 -1.36 0.32 -0.45 0.39 0.35 0.46 -0.05 -1.40 0.02 0.54 0.41 0.33 0.38 0.26 -1.27 0.22 0.19 0.40 0.43 0.26 -0.97 0.26 -0.19 -0.97 0.79 -0.11 0.06 -0.87 -0.41 0.31 0.29 0.41 0.44 0.41 0.29 0.23

---

ORCA calculation (the ωB97M-V functional and the def2-TZVPD basis) on C30H45BrMgN2P2S as an isolated structure in a non-equilibrium geometry.

Values from the calculation:
- energy above the lowest of the compared OMol25 structures with the same formula, charge and spin (eV) = 0.977
- multiplicity = 1
- highest occupied orbital energy (Ha) = -0.4233
- total energy (eV) = -139703.8792
- HOMO-LUMO gap (eV) = 3.92
- charge = +2

Positions of all 82 atoms, in Å:
N (-6.20, 4.59, -4.19)
C (-6.03, 5.05, -2.96)
C (-5.27, 4.36, -2.00)
C (-4.64, 3.14, -2.33)
C (-4.80, 2.71, -3.69)
C (-5.60, 3.45, -4.56)
C (-3.77, 2.45, -1.41)
Mg (-2.40, 0.51, 0.00)
P (4.51, -0.52, 0.55)
C (-2.85, 1.46, -1.85)
C (-1.36, 1.61, -1.95)
C (-0.72, 1.29, -3.17)
C (0.60, 1.72, -3.40)
C (1.39, 2.23, -2.34)
C (0.75, 2.50, -1.10)
C (-0.60, 2.16, -0.87)
Br (3.23, 2.51, -2.52)
H (-3.68, 2.87, -0.41)
H (-3.26, 0.66, -2.50)
H (-5.20, 4.80, -1.00)
H (-4.36, 1.79, -4.07)
H (-6.53, 5.99, -2.70)
H (-5.81, 3.15, -5.59)
H (-1.30, 0.76, -3.94)
H (-1.06, 2.42, 0.10)
H (1.03, 1.68, -4.40)
H (1.30, 2.99, -0.29)
P (-0.95, -1.73, 0.00)
C (4.76, 1.31, 0.58)
C (6.11, 1.74, -0.04)
H (4.72, 1.62, 1.64)
H (3.92, 1.76, 0.02)
H (6.24, 2.83, 0.08)
H (6.95, 1.24, 0.47)
H (6.17, 1.51, -1.12)
C (3.91, -0.79, -1.15)
C (4.77, -1.83, -1.85)
H (3.95, 0.17, -1.69)
H (2.86, -1.10, -1.10)
H (4.44, -1.98, -2.88)
H (5.82, -1.53, -1.88)
H (4.73, -2.80, -1.34)
C (3.24, -0.92, 1.77)
C (3.85, -1.67, 2.97)
H (2.48, -1.54, 1.27)
H (2.77, 0.02, 2.10)
H (3.12, -2.36, 3.42)
H (4.73, -2.25, 2.65)
H (4.17, -0.98, 3.76)
C (-0.88, -3.07, 1.28)
C (-1.71, -4.34, 1.08)
H (-1.15, -2.57, 2.22)
H (0.17, -3.36, 1.36)
H (-2.77, -4.19, 1.31)
H (-1.64, -4.74, 0.07)
H (-1.36, -5.13, 1.75)
C (0.27, -2.45, -1.20)
C (-0.03, -2.29, -2.66)
H (0.41, -3.51, -0.94)
H (1.21, -1.94, -0.95)
H (-0.99, -2.72, -2.94)
H (-0.04, -1.25, -2.98)
H (0.74, -2.79, -3.25)
C (-2.58, -2.10, -0.82)
C (-3.78, -1.68, 0.04)
H (-2.57, -3.19, -1.03)
H (-2.59, -1.60, -1.80)
H (-4.11, -0.62, -0.11)
H (-4.64, -2.27, -0.28)
H (-3.62, -1.85, 1.12)
S (-1.65, 0.23, 2.82)
C (-0.63, -0.01, 4.17)
N (-0.87, -0.98, 5.15)
C (-0.15, -1.08, 6.31)
C (0.91, -0.22, 6.53)
C (1.25, 0.72, 5.54)
C (0.50, 0.80, 4.37)
H (-1.65, -1.62, 4.98)
H (-0.46, -1.85, 7.01)
H (1.48, -0.29, 7.46)
H (2.09, 1.40, 5.70)
H (0.75, 1.52, 3.59)

Atomic charges from the Mulliken analysis, expressed in e, are listed below: -0.49 -0.36 -0.51 0.31 -0.39 -0.45 -0.08 0.45 -0.22 -0.76 1.51 -0.67 -0.56 0.09 -0.84 -0.26 -0.05 0.29 0.71 0.39 0.40 0.38 0.38 0.48 0.17 0.45 0.51 1.06 0.20 -1.27 0.44 -0.34 0.37 0.39 0.26 1.77 -1.58 -0.28 -1.02 0.43 0.39 0.37 1.07 -1.25 -0.67 -0.01 0.34 0.42 0.29 -0.20 -1.42 -0.12 0.48 0.33 0.34 0.41 0.69 -1.38 0.56 -1.07 0.44 0.14 0.45 -1.24 -1.22 0.71 0.49 0.32 0.40 0.41 -0.31 0.34 -0.01 -0.25 -0.64 -0.16 -0.63 0.27 0.43 0.40 0.44 0.41